[1]
Here is a structure of composition C24H26BF5N10O4S3Ti at a distorted geometry from the Open Molecules 2025 dataset. Energies are from ωB97M-V/def2-TZVPD.

The geometry in ORCA input format:
```
! wB97M-V def2-TZVPD RIJCOSX def2/J DEFGRID3
* xyz 1 2
Ti -1.089 -0.106 1.136
C 1.262 -2.369 2.869
C 1.677 -1.007 2.427
C 2.929 -0.431 2.558
C 2.833 0.825 1.981
N 1.594 1.006 1.536
N 0.868 -0.129 1.783
B 0.865 2.269 0.973
N 0.230 1.882 -0.411
C 0.426 2.329 -1.649
C -0.625 1.930 -2.457
C -1.480 1.204 -1.650
C -2.779 0.575 -2.010
N -0.964 1.179 -0.398
N -0.345 2.575 1.925
C -0.696 3.724 2.498
C -1.850 3.525 3.234
C -2.185 2.190 3.068
C -3.365 1.494 3.653
N -1.260 1.613 2.269
N 1.799 3.432 0.929
C 2.448 3.971 1.999
C 3.070 5.109 1.572
C 2.738 5.209 0.198
C 3.151 6.263 -0.782
N 1.966 4.208 -0.181
H 2.063 -2.793 3.471
H 1.085 -3.026 2.015
H 0.351 -2.344 3.465
H 3.800 -0.880 3.004
H 3.574 1.594 1.842
H 1.285 2.949 -1.859
H -0.752 2.144 -3.505
H -2.630 -0.237 -2.720
H -3.412 1.330 -2.475
H -3.312 0.164 -1.155
H -0.103 4.612 2.342
H -2.384 4.250 3.825
H -3.857 2.174 4.344
H -3.082 0.588 4.187
H -4.081 1.214 2.879
H 2.405 3.517 2.977
H 3.680 5.779 2.154
H 3.766 7.020 -0.297
H 2.281 6.757 -1.212
H 3.730 5.833 -1.599
O -3.481 -2.863 1.821
S -2.535 -1.844 2.026
O -2.128 -1.404 3.344
O -2.911 -0.482 1.281
O -1.202 -2.012 1.236
F 4.800 -1.601 -1.062
C 3.616 -2.199 -1.015
C 2.461 -1.446 -0.988
F 2.563 -0.108 -1.008
C 1.229 -2.073 -0.927
F 0.150 -1.247 -0.885
C 1.075 -3.436 -0.888
S -0.452 -4.299 -0.711
C 2.263 -4.169 -0.943
F 2.229 -5.503 -0.921
C 3.513 -3.582 -0.995
F 4.607 -4.333 -1.025
C -3.648 -4.923 -5.399
N -3.524 -4.040 -4.251
C -2.498 -4.067 -3.397
N -1.508 -4.927 -3.637
S -2.477 -3.018 -2.055
H -4.524 -4.627 -5.967
H -3.774 -5.965 -5.094
H -2.777 -4.833 -6.049
H -4.290 -3.439 -4.001
H -1.600 -5.655 -4.324
H -0.800 -5.019 -2.919
*
```

ΔE to the lowest compared entry with this formula, charge and spin in eV: 1.516
Total energy in eV: -118284.5416
Expectation value of S²: 0.755

[2]
Here is a cluster of 4 separate species, C24H26BF9NO10PS2 in total at a distorted geometry from the Open Molecules 2025 dataset. Energies are from ωB97M-V/def2-TZVPD.

The geometry in ORCA input format:
```
! wB97M-V def2-TZVPD RIJCOSX def2/J DEFGRID3
* xyz 0 1
O 4.494 -1.235 1.364
B 4.295 -1.005 0.027
O 4.736 -1.957 -0.874
C 3.585 0.349 -0.419
C 4.279 1.370 -1.068
P 6.042 1.312 -1.475
O 6.449 2.856 -1.833
O 6.233 0.535 -2.876
S 7.184 0.698 -0.062
C 3.564 2.502 -1.446
C 2.210 2.610 -1.210
C 1.506 1.619 -0.562
C 2.237 0.494 -0.181
S 1.284 -0.787 0.621
C -0.224 -0.711 -0.344
C -0.900 -1.856 -0.690
C -2.047 -1.751 -1.463
C -2.449 -0.491 -1.843
C -1.759 0.648 -1.491
C -0.623 0.564 -0.722
N 0.102 1.747 -0.340
H 4.525 -2.194 1.489
H 4.112 -1.952 -1.613
H 6.562 3.257 -0.956
H 5.476 0.796 -3.428
H 4.079 3.304 -1.970
H 1.706 3.510 -1.556
H -0.481 -2.803 -0.356
H -2.557 -2.670 -1.739
H -3.332 -0.393 -2.472
H -2.117 1.620 -1.824
H -0.105 1.962 0.635
C -2.757 -6.257 -6.501
C -1.673 -5.724 -5.589
O -1.481 -4.312 -5.793
C -2.308 -3.509 -5.134
O -3.185 -3.859 -4.399
C -1.948 -2.044 -5.413
F -1.685 -1.826 -6.708
F -0.858 -1.679 -4.724
F -2.938 -1.222 -5.065
H -2.534 -6.018 -7.541
H -2.845 -7.338 -6.398
H -3.722 -5.807 -6.266
H -0.721 -6.196 -5.825
H -1.890 -5.935 -4.543
C 2.589 -0.243 4.227
C 2.506 0.871 5.247
O 1.294 0.774 6.021
C 1.327 -0.054 7.058
O 2.263 -0.714 7.398
C -0.015 -0.009 7.803
F -1.056 -0.020 6.959
F -0.112 1.106 8.543
F -0.156 -1.049 8.623
H 1.698 -0.252 3.597
H 3.468 -0.120 3.593
H 2.648 -1.217 4.715
H 2.467 1.836 4.744
H 3.378 0.882 5.901
C -4.142 5.509 1.705
C -4.128 4.474 2.809
O -4.744 3.249 2.371
C -3.967 2.413 1.696
O -2.815 2.593 1.425
C -4.748 1.139 1.344
F -5.986 1.410 0.909
F -4.874 0.342 2.415
F -4.134 0.441 0.392
H -5.159 5.666 1.342
H -3.745 6.457 2.065
H -3.543 5.182 0.854
H -4.715 4.823 3.656
H -3.117 4.286 3.170
*
```

Structure (SMILES): OB(O)c1c(P(O)(O)=S)ccc2c1Sc1ccccc1N2.CCOC(=O)C(F)(F)F.CCOC(=O)C(F)(F)F.CCOC(=O)C(F)(F)F
Total energy in eV: -103374.4849

[3]
Here is a structure of composition C24H26Br51ClI2O2 at a distorted geometry from the Open Molecules 2025 dataset. Energies are from ωB97M-V/def2-TZVPD.

The geometry in ORCA input format:
```
! wB97M-V def2-TZVPD RIJCOSX def2/J DEFGRID3
* xyz 0 1
C -2.467 0.327 -0.670
C -2.913 1.275 -1.770
I -2.778 0.299 -3.701
C -2.339 2.706 -1.801
I -2.940 3.660 0.028
C -0.846 2.858 -2.155
Cl -0.358 4.643 -1.860
C 0.202 2.036 -1.390
C 0.566 0.948 -2.400
C 0.328 1.651 -3.711
O 0.807 1.413 -4.815
O -0.579 2.684 -3.519
H -3.081 -0.576 -0.741
H -1.433 -0.003 -0.771
H -2.657 0.755 0.316
H -3.990 1.412 -1.663
H -2.895 3.230 -2.581
H -0.072 1.732 -0.383
H 1.069 2.689 -1.285
H -0.158 0.136 -2.325
H 1.591 0.593 -2.319
C -1.943 2.156 3.371
Br -0.372 1.401 2.559
Br -3.473 1.020 3.155
Br -1.650 2.651 5.204
H -2.152 3.064 2.821
C 0.583 -3.389 2.248
Br -0.606 -3.173 0.751
Br -0.318 -4.098 3.788
Br 2.086 -4.477 1.743
H 0.952 -2.408 2.508
C 0.376 -3.413 -4.428
Br -0.180 -3.425 -2.579
Br 0.386 -1.655 -5.201
Br 2.087 -4.268 -4.626
H -0.342 -3.997 -4.987
C 5.557 -5.807 0.508
Br 5.995 -6.325 -1.289
Br 4.855 -7.300 1.501
Br 7.041 -4.983 1.412
H 4.775 -5.063 0.443
C 3.948 5.765 -1.665
Br 5.376 4.710 -0.928
Br 2.956 4.738 -2.950
Br 2.809 6.482 -0.289
H 4.388 6.602 -2.188
C -6.337 6.120 1.846
Br -4.839 5.246 2.685
Br -6.977 5.141 0.321
Br -7.731 6.449 3.122
H -5.986 7.078 1.489
C -5.661 8.166 6.742
Br -7.340 9.067 6.489
Br -5.880 6.258 6.726
Br -4.348 8.728 5.454
H -5.294 8.436 7.723
C 7.055 -3.606 -4.428
Br 7.858 -5.051 -5.413
Br 5.200 -3.965 -4.071
Br 8.025 -3.221 -2.814
H 7.101 -2.723 -5.049
C 8.064 2.012 -3.133
Br 9.274 0.653 -3.762
Br 6.235 1.417 -3.190
Br 8.555 2.647 -1.388
H 8.141 2.850 -3.811
C 1.213 -2.614 -9.326
Br 1.973 -3.067 -11.034
Br 0.595 -4.185 -8.396
Br 2.431 -1.590 -8.253
H 0.349 -1.994 -9.514
C 13.118 3.363 -0.709
Br 14.513 2.258 0.019
Br 12.064 2.417 -2.007
Br 12.008 4.105 0.679
H 13.593 4.190 -1.215
C 6.270 -9.084 -4.731
Br 7.789 -8.765 -3.598
Br 4.811 -7.898 -4.321
Br 6.748 -8.987 -6.592
H 5.930 -10.091 -4.538
C -6.925 5.586 10.312
Br -8.575 5.614 11.296
Br -5.963 7.242 10.502
Br -5.832 4.080 10.790
H -7.172 5.485 9.264
C 8.162 -9.470 3.626
Br 6.710 -8.791 4.688
Br 7.521 -10.522 2.148
Br 9.323 -8.058 3.033
H 8.745 -10.124 4.258
C -7.510 0.429 1.950
Br -6.889 2.209 1.592
Br -6.543 -0.883 0.923
Br -7.500 0.022 3.828
H -8.542 0.394 1.632
C -11.958 1.307 0.951
Br -13.703 1.793 1.593
Br -10.746 2.805 0.974
Br -11.247 -0.194 1.924
H -12.068 1.000 -0.079
C -9.276 -3.888 4.315
Br -9.414 -3.587 2.420
Br -7.492 -4.391 4.821
Br -9.893 -2.373 5.322
H -9.925 -4.718 4.553
*
```

Total energy in eV: -3630290.3315

[4]
Here is a structure of composition C24H26CdN3O9 from the Open Molecules 2025 dataset. Energies are from ωB97M-V/def2-TZVPD.

The geometry in ORCA input format:
```
! wB97M-V def2-TZVPD RIJCOSX def2/J DEFGRID3
* xyz -1 1
Cd 0.377 1.011 -0.703
O 0.087 2.201 -5.167
C 0.271 2.087 -3.832
O 0.225 1.032 -3.269
C 0.560 3.439 -3.225
O 0.759 3.393 -1.842
C -0.247 4.107 -1.103
C -1.583 3.354 -1.010
O -2.588 4.026 -0.795
O -1.523 2.087 -1.157
H -0.079 1.304 -5.493
H -0.271 4.097 -3.498
H 1.458 3.825 -3.718
H -0.411 5.089 -1.551
H 0.146 4.212 -0.095
O 2.945 -3.839 0.501
C 3.246 -3.653 -0.794
C 3.879 -4.696 -1.474
C 4.210 -4.567 -2.809
C 3.918 -3.394 -3.498
C 3.293 -2.359 -2.826
C 2.949 -2.460 -1.480
C 2.270 -1.298 -0.833
O 2.057 -0.260 -1.523
N 1.955 -1.466 0.444
N 1.311 -0.361 0.958
C 1.204 -0.301 2.230
C 0.576 0.786 2.956
C 0.297 0.570 4.312
C -0.317 1.519 5.101
C -0.648 2.748 4.516
C -0.363 3.004 3.197
C 0.261 2.043 2.351
O 0.516 2.340 1.126
H 2.502 -2.989 0.803
H 4.096 -5.602 -0.923
H 4.699 -5.389 -3.318
H 4.174 -3.292 -4.545
H 3.044 -1.431 -3.325
H 1.616 -1.125 2.821
H 0.572 -0.390 4.741
H -0.532 1.321 6.143
H -1.134 3.513 5.111
H -0.623 3.954 2.744
O -0.986 -1.036 -1.064
C -2.129 -1.298 -0.735
C -3.284 -0.356 -0.891
C -3.606 0.165 0.541
C -2.480 0.031 1.589
C -2.268 -1.359 2.218
C -1.666 -2.419 1.293
N -2.407 -2.431 0.018
H -4.149 -0.873 -1.315
H -2.989 0.466 -1.535
H -4.499 -0.339 0.927
H -3.848 1.223 0.445
H -2.705 0.724 2.402
H -1.541 0.396 1.166
H -3.236 -1.721 2.589
H -1.623 -1.248 3.094
H -1.712 -3.410 1.746
H -0.624 -2.209 1.057
H -3.402 -2.495 0.201
*
```

ΔE to the lowest compared entry with this formula, charge and spin in eV: 0.000
Total energy in eV: -52776.5067